1.
The following is a quantum chemistry calculation of a 2-piece molecular cluster, C3H6NO2 overall, from the OMol25 dataset.

The geometry in XYZ format:
```
12
C3H6NO2 wB97M-V/def2-TZVPD
N -0.64145 -2.24829 1.23244
C -0.14479 -1.07024 0.60388
O -0.12029 -0.03862 1.30938
O 0.19943 -1.20888 -0.59695
H -0.37782 -3.09159 0.75391
H -0.61769 -2.24522 2.23645
C -0.28463 2.56099 -1.40320
C 0.90517 2.04669 -1.13870
H -1.18318 1.97315 -1.27332
H -0.39727 3.60172 -1.68809
H 0.98666 1.00478 -0.83633
H 1.78037 2.68325 -1.22691
```

Values from the calculation:
Total charge: -1
E_HOMO in hartree: -0.14485
LUMO in eV: 4.39
ΔE to the lowest compared entry with this formula, charge and spin in kcal/mol: 16.6
Frontier orbital gap in eV: 8.33

2.
The following is a quantum chemistry calculation of C34H53BrN2P2Ru as an isolated structure, from the OMol25 dataset.

The geometry in XYZ format:
```
93
C34H53BrN2P2Ru wB97M-V/def2-TZVPD
N 1.19933 -5.16784 5.45721
C -0.09325 -4.84404 5.46549
C -0.64775 -3.96058 4.52839
C 0.18176 -3.43381 3.51482
C 1.54700 -3.77954 3.53208
C 2.00412 -4.67097 4.52724
C -0.42063 -2.57829 2.44552
Ru 0.07837 -0.67048 2.21282
P 0.17615 0.61732 -4.24730
C 0.35777 -2.33748 1.20691
C -0.32015 -2.33855 -0.11989
C 0.47912 -2.49920 -1.27297
C -0.03820 -2.14345 -2.52504
C -1.25985 -1.49942 -2.53295
C -2.18594 -1.65826 -1.52570
C -1.69960 -2.09880 -0.27553
Br -0.91911 1.00463 -2.39347
H -1.49980 -2.75127 2.34606
H 1.37007 -2.75039 1.15823
H -1.69829 -3.68488 4.58822
H 2.26648 -3.37973 2.81700
H -0.72266 -5.29217 6.23690
H 3.05623 -4.96884 4.53663
H 1.49331 -2.89843 -1.16466
H -2.36823 -2.23488 0.57785
H 0.51677 -2.40406 -3.42438
H -3.24842 -1.45842 -1.64796
P 1.78164 0.54929 1.52966
C -1.10781 -0.30869 -5.13321
C -0.71595 -0.85396 -6.50492
H -1.96521 0.37265 -5.24568
H -1.44962 -1.11027 -4.44820
H -1.56589 -1.42845 -6.89731
H -0.51684 -0.04175 -7.21796
H 0.14883 -1.52967 -6.46846
C 1.80081 -0.11997 -4.11425
C 2.88164 0.43707 -5.05669
H 1.67483 -1.19335 -4.31718
H 2.12251 -0.03007 -3.06416
H 3.74897 -0.23117 -5.02006
H 2.54367 0.47545 -6.09875
H 3.22133 1.43543 -4.75709
C 0.30286 2.24811 -5.00135
C -1.02881 2.98395 -5.22204
H 0.82571 2.10397 -5.96118
H 0.97117 2.83312 -4.35206
H -0.87565 4.05749 -5.06389
H -1.37628 2.85194 -6.25452
H -1.82150 2.66352 -4.53624
C 1.52598 2.36048 1.56223
C 2.78133 3.19912 1.82530
H 0.75147 2.55151 2.32090
H 1.08052 2.60753 0.58466
H 3.11682 3.11264 2.86578
H 3.61291 2.93005 1.16120
H 2.54407 4.25449 1.64654
C 2.38963 0.21188 -0.16300
C 3.60327 -0.70780 -0.25034
H 2.58599 1.18684 -0.63604
H 1.53634 -0.22761 -0.70635
H 4.45580 -0.31143 0.31712
H 3.37702 -1.71906 0.11558
H 3.91365 -0.80245 -1.30024
C 3.01929 0.12910 2.80919
C 2.30765 -0.44873 4.02795
H 3.59208 1.03375 3.05260
H 3.72490 -0.59088 2.37269
H 2.85177 -1.31457 4.42316
H 2.20738 0.29718 4.82539
H 1.26665 -0.81161 3.77784
C -2.84231 2.93867 0.11460
N -3.51821 1.63413 0.36071
C -4.05822 1.04498 -0.89839
C -2.62973 0.65564 1.13251
C -2.32494 1.16138 2.50697
C -3.23750 1.98053 3.19529
C -2.83881 2.61050 4.37713
C -1.57179 2.38021 4.91340
C -0.69958 1.47156 4.29429
C -1.10412 0.83937 3.11892
H -1.93225 2.75753 -0.47007
H -2.61012 3.40607 1.07245
H -3.53972 3.56966 -0.45207
H -4.33623 1.81808 0.95845
H -3.22185 0.86920 -1.58622
H -4.56253 0.10462 -0.65638
H -4.76298 1.76061 -1.33884
H -3.18178 -0.29340 1.15864
H -1.71862 0.49648 0.53606
H -4.25262 2.13973 2.80814
H -3.53415 3.29169 4.87362
H -1.25762 2.89207 5.82789
H 0.28618 1.24749 4.70475
```

Values from the calculation:
Total charge: +4
Multiplicity: 5
E_HOMO (spin up / spin down) in hartree: -0.67366 / -0.67447
LUMO (spin up / spin down) in eV: -13.06 / -14.33
⟨S²⟩: 6.127
Frontier orbital gap (spin up / spin down) in eV: 5.27 / 4.02

3.
The following is a quantum chemistry calculation of C2H4ClI as an isolated structure, from the OMol25 dataset.

The geometry in XYZ format:
```
8
C2H4ClI wB97M-V/def2-TZVPD
C -0.90900 0.45322 -0.42956
C 0.63426 -0.37626 0.57503
Cl 0.65424 -2.15024 0.11609
I 2.42544 0.58178 -0.11539
H -1.13815 -0.33067 -1.18057
H -0.61450 1.31711 -0.86813
H -1.76586 0.71436 0.20987
H 0.71356 -0.20929 1.69267
```

Values from the calculation:
E_HOMO in hartree: -0.34978
LUMO in eV: 0.16
ΔE to the lowest compared entry with this formula, charge and spin in kcal/mol: 42.1
Frontier orbital gap in eV: 9.67

4.
The following is a quantum chemistry calculation of an isolated ion of composition C12H14NO3S2 and charge -1, from the OMol25 dataset.

The geometry in XYZ format:
```
32
C12H14NO3S2 wB97M-V/def2-TZVPD
C -2.92888 2.86911 -0.32086
C -2.67401 1.88098 0.78099
C -3.96786 1.11228 1.04348
O -1.61906 0.87251 0.58134
C -0.28940 1.13444 0.72555
S 0.50022 2.43419 0.14570
S 0.65632 0.02938 1.76919
C 2.13143 -0.42618 0.72404
C 2.78114 -1.38418 1.68556
N 3.67091 -0.96426 2.63714
O 4.19493 0.17309 2.49823
O 3.96022 -1.71213 3.61848
C 1.67647 -1.07542 -0.56185
C 1.15233 -2.36895 -0.56954
C 0.62798 -2.87906 -1.76770
C 0.69273 -2.10810 -2.94655
C 1.28627 -0.83446 -2.92196
C 1.80215 -0.32676 -1.72866
H -3.92956 3.31076 -0.14648
H -2.19869 3.68707 -0.30291
H -2.94537 2.39332 -1.30715
H -2.37234 2.46335 1.65539
H -4.85250 1.77619 1.05764
H -4.10831 0.37237 0.24140
H -3.91283 0.58313 2.00199
H 2.80165 0.43262 0.56587
H 2.44707 -2.40492 1.71217
H 1.20223 -2.99845 0.31229
H 0.19927 -3.87660 -1.76577
H 0.28714 -2.53107 -3.87581
H 1.38042 -0.25252 -3.84190
H 2.34792 0.61824 -1.69929
```

Values from the calculation:
Total charge: -1
E_HOMO in hartree: -0.12694
LUMO in eV: 2.78
Frontier orbital gap in eV: 6.23

5.
The following is a quantum chemistry calculation of a 40-piece molecular cluster, H80O40 overall, from the OMol25 dataset.

The geometry in XYZ format:
```
120
H80O40 wB97M-V/def2-TZVPD
H -4.14245 -0.83952 3.01885
H -4.58255 -0.87936 1.60683
O -3.79647 -1.04818 2.14484
H -2.58467 3.57601 5.38871
H -2.79254 2.67747 4.25695
O -2.90989 3.62782 4.48542
H -0.32762 -0.46283 1.89627
H 0.72871 0.06920 0.83682
O 0.57775 -0.61975 1.48581
H 2.34846 -4.71175 1.57879
H 3.67430 -4.60719 1.27742
O 3.17456 -4.71995 2.08998
H 0.65537 -1.40087 -5.09944
H 1.79730 -2.41069 -5.59855
O 1.55855 -1.68877 -5.02982
H 2.69004 0.35883 0.11132
O 2.63585 1.01964 -0.59074
H -3.95952 1.27489 3.14238
O -4.23801 0.95257 4.00889
H -1.78312 4.79416 3.19508
H -0.96217 4.99539 2.04137
O -0.84187 4.73736 2.96710
H 0.18671 -6.03596 -0.10679
H 0.22073 -5.08612 -1.11758
O 0.46158 -6.01932 -1.03657
H 3.28290 0.20381 -4.64752
H 4.06991 1.44136 -4.48974
O 3.79811 0.66446 -3.97925
H -1.80539 0.25743 4.16734
H -0.77059 1.58853 4.03267
O -1.60822 1.17218 4.14210
H -1.06684 -0.62162 -1.65270
O -1.94921 -0.58839 -1.27567
H -3.44262 -5.26611 -0.75247
H -4.06562 -5.21687 0.53840
O -3.40189 -4.71073 0.04444
H -0.73744 0.98861 0.33970
H -2.16982 0.59408 0.42564
O -1.41350 0.79277 1.01351
H -5.11038 3.72487 3.41185
H -5.00526 3.30335 2.09107
O -5.70069 3.25890 2.77452
H -4.50456 -0.99723 -3.21998
H -4.12576 -1.18406 -4.58536
O -4.09437 -1.69590 -3.75872
H -0.85176 -1.70521 -3.72251
H -2.22598 -1.73727 -4.51582
O -1.45371 -1.19823 -4.27839
H -1.27100 0.80219 -3.33844
H -0.00919 1.29449 -3.48919
O -0.89455 1.69846 -3.38082
H -4.15578 2.05656 -2.77225
O -4.22951 1.11167 -2.97417
H 2.35863 -2.17411 0.97249
H 3.66258 -2.23879 1.81501
O 3.01804 -1.64279 1.42094
H 0.89301 1.74215 -0.84684
O 0.29169 2.26524 -0.28268
H 3.03048 1.97917 1.69473
H 3.92115 3.24218 1.77200
O 3.18895 2.86382 1.29246
H 1.71439 -0.71382 -3.09143
H 1.59532 0.21294 -1.93501
O 1.04493 -0.28111 -2.53799
H 1.94945 5.72534 -2.97999
H 1.57827 6.06923 -1.55116
O 1.81823 5.32745 -2.10808
H 3.56527 3.18890 -3.04465
H 2.37188 3.79202 -3.47947
O 3.12731 3.33710 -3.89272
H -2.64197 -2.44889 1.57365
H -2.45733 -2.85074 0.20078
O -1.88253 -2.73485 1.03602
H -1.21853 -1.41292 3.34776
H -2.05568 -2.21287 4.33101
O -1.15396 -1.89991 4.17775
H 5.15971 -1.73231 -0.54349
H 5.31586 -0.48111 0.08709
O 4.64622 -0.91076 -0.45752
H 2.05060 -1.74542 6.16816
H 2.85284 -1.85754 4.67017
O 2.81515 -1.87437 5.62100
H 0.58339 -4.12079 -5.01001
H -0.73967 -4.02946 -5.61865
O 0.15623 -3.70400 -5.77233
H 2.59253 -2.98369 -1.69719
H 2.29205 -3.67113 -0.37483
O 3.03473 -3.28391 -0.89250
H 1.18727 2.53226 2.38136
O 0.82311 2.06251 3.14439
H 0.53690 -2.58837 1.01152
H -0.08297 -3.10289 -0.22454
O 0.49272 -3.40226 0.48304
H -5.01908 0.97451 -3.50868
H 3.45883 1.26516 -1.02701
H 0.93778 2.86933 0.10610
H -4.99710 1.52126 4.19786
H -2.62509 -0.64500 -1.96046
H 0.58214 2.81934 3.70403
O -3.75076 2.19499 1.40889
H -2.76958 2.06192 1.59957
H -3.55172 1.90117 0.50839
O 3.40556 0.82854 3.01577
H 2.48359 1.03899 3.26135
H 3.02337 0.07097 2.49791
O -2.51580 2.88347 -1.55064
H -2.17563 2.24194 -2.20200
H -2.06965 3.72267 -1.70667
O 5.34808 1.45504 -2.03655
H 5.07988 0.57441 -2.23742
H 5.63671 1.71014 -1.16907
O -2.11620 -4.59916 3.38007
H -1.95431 -4.14765 2.54067
H -1.48880 -5.29420 3.54223
O -1.89707 4.18210 -4.37172
H -1.85576 3.32305 -3.92182
H -2.68964 4.65157 -4.10844
O 6.14027 0.08731 1.91886
H 5.29091 -0.33848 1.71709
H 5.77652 0.81994 2.43985
```

Values from the calculation:
E_HOMO in hartree: -0.39129
LUMO in eV: -0.75
ΔE to the lowest compared entry with this formula, charge and spin in kcal/mol: 175.7
Frontier orbital gap in eV: 9.90

Calculated calculated total energy (eV), listed in the same order as above: -8794.49509; -130253.93091; -22759.90209; -41971.64902; -83198.19821